1.
Formula: C34H57GaGeNO6SSeSi4
Source: OMol25
Level of theory: wB97M-V/def2-TZVPD

Geometry as ORCA input:
```
! RIJCOSX wB97M-V def2-TZVPD def2/J DEFGRID3
* xyz 0 2
Ga -0.9471 0.6035 -0.3284
O -1.3136 1.8253 1.0472
C -2.2935 2.7878 0.8283
C -2.4741 3.0526 -0.6435
C -3.2142 4.1132 -1.1548
C -3.2494 4.2990 -2.5206
C -2.5289 3.4419 -3.3485
C -1.8293 2.4092 -2.7661
N -1.8322 2.2092 -1.4448
H -1.6423 0.9678 2.5537
H -2.0093 3.7335 1.3075
H -3.2610 2.4725 1.2427
H -3.7316 4.7806 -0.4785
H -3.8136 5.1191 -2.9455
H -2.5053 3.5789 -4.4199
H -1.2202 1.7306 -3.3490
O -3.6285 -0.0768 0.9013
Se -2.5202 -0.8518 1.7677
O -2.0389 0.2056 3.0458
O -1.1165 -0.9117 0.8436
O -2.8288 -2.2468 2.4609
C 3.0293 2.8167 -3.7083
Si 2.7770 0.9712 -3.5711
C 2.0799 0.2806 -5.1691
C 4.3805 0.1134 -3.1585
C 1.5233 0.6729 -2.2522
C 0.6771 0.5326 -1.3894
H 3.7642 3.0610 -4.4783
H 3.3825 3.2228 -2.7582
H 2.0920 3.3178 -3.9590
H 2.8249 0.3194 -5.9670
H 1.2072 0.8489 -5.5000
H 1.7829 -0.7628 -5.0420
H 5.1444 0.3932 -3.8883
H 4.2681 -0.9720 -3.1791
H 4.7344 0.3968 -2.1680
O -2.0261 -0.6985 -1.6016
S -2.3266 -0.8938 -3.0671
C -0.9129 -1.8914 -3.6403
C -0.6716 -3.1289 -2.8317
C -0.9464 -4.3846 -3.3682
C -0.7799 -5.5300 -2.6033
C -0.3441 -5.4271 -1.2899
C -0.0609 -4.1793 -0.7508
C -0.2153 -3.0340 -1.5171
C -3.6698 -2.1298 -3.1187
C -4.6270 -1.9468 -1.9806
C -4.4676 -2.7020 -0.8241
C -5.3471 -2.5446 0.2347
C -6.3860 -1.6300 0.1434
C -6.5421 -0.8684 -1.0045
C -5.6632 -1.0255 -2.0647
H -0.0896 -1.1799 -3.5350
H -1.0644 -2.0933 -4.7026
H -1.2927 -4.4660 -4.3930
H -0.9934 -6.5006 -3.0318
H -0.2207 -6.3180 -0.6882
H 0.2805 -4.0905 0.2726
H 0.0063 -2.0651 -1.0901
H -3.2152 -3.1175 -3.0916
H -4.1517 -1.9802 -4.0867
H -3.6407 -3.4000 -0.7494
H -5.2021 -3.1108 1.1443
H -7.0602 -1.4944 0.9787
H -7.3435 -0.1441 -1.0715
H -5.7842 -0.4281 -2.9624
C 3.0400 -1.6222 4.9003
Si 1.4588 -1.4378 3.8933
C 1.2794 -2.9156 2.7438
C 0.0223 -1.4262 5.0956
Ge 1.6407 0.5135 2.5429
Si 1.2259 2.6546 3.4770
C 1.1725 3.9561 2.1123
C -0.3998 2.7025 4.4234
C 2.6175 3.1050 4.6644
Si 3.6830 0.5206 1.3380
C 3.8299 -1.0345 0.2922
C 5.1743 0.5597 2.4905
C 3.7916 2.0682 0.2687
H 2.9948 -2.5457 5.4863
H 3.1671 -0.7903 5.5964
H 3.9272 -1.6682 4.2673
H 0.9490 -3.7892 3.3128
H 2.2308 -3.1620 2.2669
H 0.5402 -2.7164 1.9654
H 0.1747 -2.2494 5.8017
H -0.9379 -1.5731 4.6045
H -0.0305 -0.4992 5.6689
H 0.7735 3.5411 1.1862
H 2.1672 4.3597 1.9114
H 0.5317 4.7889 2.4186
H -1.2510 2.7801 3.7440
H -0.4202 3.5823 5.0736
H -0.5519 1.8175 5.0416
H 3.5730 3.1677 4.1386
H 2.7236 2.3736 5.4677
H 2.4191 4.0811 5.1183
H 3.8820 -1.9111 0.9428
H 4.7455 -1.0152 -0.3052
H 2.9795 -1.1589 -0.3804
H 5.2997 -0.3773 3.0346
H 5.1177 1.3696 3.2198
H 6.0730 0.7149 1.8837
H 2.8871 2.2272 -0.3196
H 4.6452 2.0120 -0.4138
H 3.9428 2.9439 0.9063
*
```

Its expectation value of S² is 0.75. The maximum force comes out at 0.010 Eh/bohr. The calculation puts the HOMO-LUMO gap (alpha / beta) at 6.58 / 7.84 eV. The value obtained for the HOMO energy (alpha / beta) is -6.51 / -8.08 eV. The value obtained for the LUMO energy (alpha / beta) is 0.07 / -0.24 eV.

Atomic partial charges in e from the Löwdin method, atoms 1 to 99: number 1, Ga, carries 0.24; number 2, O, carries -0.27; number 3, C, carries -0.22; number 4, C, carries -0.20; number 5, C, carries 0.01; number 6, C, carries -0.04; number 7, C, carries -0.04; number 8, C, carries -0.11; number 9, N, carries 0.09; number 10, H, carries 0.00; number 11, H, carries 0.13; number 12, H, carries 0.13; number 13, H, carries 0.12; number 14, H, carries 0.11; number 15, H, carries 0.11; number 16, H, carries 0.10; number 17, O, carries -0.38; number 18, Se, carries 0.91; number 19, O, carries -0.25; number 20, O, carries -0.40; number 21, O, carries -0.39; number 22, C, carries -0.18; number 23, Si, carries 0.43; number 24, C, carries -0.18; number 25, C, carries -0.17; number 26, C, carries -0.16; number 27, C, carries -0.07; number 28, H, carries 0.03; number 29, H, carries 0.03; number 30, H, carries 0.03; number 31, H, carries 0.03; number 32, H, carries 0.03; number 33, H, carries 0.02; number 34, H, carries 0.04; number 35, H, carries 0.04; number 36, H, carries 0.00; number 37, O, carries -0.51; number 38, S, carries 1.03; number 39, C, carries -0.26; number 40, C, carries -0.28; number 41, C, carries -0.06; number 42, C, carries -0.08; number 43, C, carries -0.07; number 44, C, carries -0.04; number 45, C, carries -0.02; number 46, C, carries -0.25; number 47, C, carries -0.29; number 48, C, carries -0.04; number 49, C, carries -0.08; number 50, C, carries -0.08; number 51, C, carries -0.08; number 52, C, carries -0.05; number 53, H, carries 0.06; number 54, H, carries 0.10; number 55, H, carries 0.11; number 56, H, carries 0.10; number 57, H, carries 0.10; number 58, H, carries 0.09; number 59, H, carries 0.08; number 60, H, carries 0.08; number 61, H, carries 0.10; number 62, H, carries 0.13; number 63, H, carries 0.11; number 64, H, carries 0.11; number 65, H, carries 0.10; number 66, H, carries 0.11; number 67, C, carries -0.22; number 68, Si, carries 0.30; number 69, C, carries -0.22; number 70, C, carries -0.21; number 71, Ge, carries 0.74; number 72, Si, carries 0.30; number 73, C, carries -0.22; number 74, C, carries -0.21; number 75, C, carries -0.23; number 76, Si, carries 0.29; number 77, C, carries -0.22; number 78, C, carries -0.22; number 79, C, carries -0.23; number 80, H, carries 0.03; number 81, H, carries 0.03; number 82, H, carries 0.00; number 83, H, carries 0.04; number 84, H, carries 0.02; number 85, H, carries 0.00; number 86, H, carries 0.03; number 87, H, carries 0.01; number 88, H, carries 0.02; number 89, H, carries 0.01; number 90, H, carries 0.02; number 91, H, carries 0.03; number 92, H, carries 0.01; number 93, H, carries 0.03; number 94, H, carries 0.02; number 95, H, carries 0.01; number 96, H, carries 0.02; number 97, H, carries 0.03; number 98, H, carries 0.02; number 99, H, carries 0.02

***

2.
Formula: C35H18BrClF4N6NaO4
Source: OMol25
Level of theory: wB97M-V/def2-TZVPD

Geometry as ORCA input:
```
! RIJCOSX wB97M-V def2-TZVPD def2/J DEFGRID3
* xyz -1 1
Na -0.1371 2.3602 0.4228
O 0.8051 -1.7207 4.3239
C -0.1995 -2.3524 3.6571
C -0.5903 -3.6454 3.9735
C -1.6153 -4.2617 3.2794
C -2.2995 -3.5613 2.3058
C -1.9371 -2.2577 2.0135
C -0.8648 -1.6522 2.6458
C -0.3459 -0.2772 2.2712
O -1.1241 0.4029 1.3038
N 1.0218 -0.4338 1.8489
N 1.6253 0.6352 1.3655
C 2.6565 0.5272 0.6265
C 3.3130 1.6669 0.0599
Br 2.5484 3.3710 0.4528
C 4.4041 1.5793 -0.7123
C 5.0368 2.6963 -1.4173
C 6.3456 3.0651 -1.1240
C 6.9426 4.1119 -1.8013
C 6.2482 4.7790 -2.7968
C 4.9504 4.4077 -3.1061
C 4.3426 3.3781 -2.4130
H 1.1532 -2.3047 5.0090
H -0.0846 -4.1701 4.7705
H -1.8850 -5.2814 3.5035
H -3.1191 -4.0191 1.7762
H -2.5156 -1.7002 1.2962
H -0.3649 0.3989 3.1371
H 1.2639 -1.3409 1.4454
H 3.0707 -0.4462 0.3459
H 4.8527 0.6046 -0.8585
H 6.8800 2.5386 -0.3463
H 7.9559 4.4010 -1.5598
H 6.7175 5.5944 -3.3264
H 4.4132 4.9162 -3.8941
H 3.3309 3.0852 -2.6515
Cl -4.8922 7.5915 -1.3808
C -3.7084 6.5191 -0.6892
C -3.2938 6.7256 0.6349
C -2.4008 5.8724 1.2057
C -1.8483 4.7449 0.5066
O -1.0708 3.9422 1.0740
C -2.2501 4.6084 -0.8736
C -1.7059 3.5941 -1.7068
O -0.8642 2.7470 -1.4132
C -3.1907 5.4963 -1.4289
H -3.6997 7.5605 1.1871
H -2.0844 6.0237 2.2267
H -2.0917 3.6173 -2.7491
H -3.4985 5.3546 -2.4553
F 0.2621 -2.7492 -0.5336
C -0.7621 -3.5966 -0.8227
C -0.5596 -4.9416 -0.6610
F 0.6585 -5.3458 -0.2345
C -1.5781 -5.9070 -0.8873
C -2.8073 -5.3464 -1.3304
C -2.9934 -4.0018 -1.5250
F -4.2097 -3.5600 -1.9065
C -1.9798 -3.0616 -1.2753
C -2.2148 -1.6289 -1.3443
C -1.5018 -0.7668 -0.6366
N -0.7783 -0.0046 -0.0286
C -3.2851 -1.0588 -2.0732
N -4.1433 -0.5363 -2.6227
F -3.8631 -6.1597 -1.5448
C -1.4010 -7.2783 -0.6648
C -0.2012 -7.8452 -0.2258
N 0.7487 -8.3870 0.1366
C -2.4079 -8.2341 -0.8357
N -3.1786 -9.0823 -0.9486
*
```

The maximum force comes out at 0.040 Eh/bohr. The calculation puts the HOMO-LUMO gap at 6.27 eV. The value obtained for the HOMO energy is -4.69 eV. The value obtained for the LUMO energy is 1.58 eV.

Listed below, in e, are the Löwdin charges computed for each atom: number 1, Na, carries 0.20; number 2, O, carries 0.06; number 3, C, carries -0.27; number 4, C, carries -0.02; number 5, C, carries -0.06; number 6, C, carries -0.07; number 7, C, carries -0.02; number 8, C, carries -0.09; number 9, C, carries -0.27; number 10, O, carries -0.07; number 11, N, carries 0.01; number 12, N, carries 0.02; number 13, C, carries -0.19; number 14, C, carries -0.59; number 15, Br, carries 0.93; number 16, C, carries -0.10; number 17, C, carries -0.28; number 18, C, carries -0.04; number 19, C, carries -0.09; number 20, C, carries -0.09; number 21, C, carries -0.08; number 22, C, carries -0.06; number 23, H, carries 0.11; number 24, H, carries 0.11; number 25, H, carries 0.11; number 26, H, carries 0.11; number 27, H, carries 0.11; number 28, H, carries 0.17; number 29, H, carries 0.15; number 30, H, carries 0.14; number 31, H, carries 0.12; number 32, H, carries 0.11; number 33, H, carries 0.10; number 34, H, carries 0.10; number 35, H, carries 0.10; number 36, H, carries 0.12; number 37, Cl, carries 0.61; number 38, C, carries -0.69; number 39, C, carries -0.12; number 40, C, carries -0.01; number 41, C, carries -0.37; number 42, O, carries -0.09; number 43, C, carries -0.13; number 44, C, carries -0.20; number 45, O, carries -0.04; number 46, C, carries -0.08; number 47, H, carries 0.10; number 48, H, carries 0.11; number 49, H, carries 0.13; number 50, H, carries 0.11; number 51, F, carries 0.08; number 52, C, carries -0.15; number 53, C, carries -0.15; number 54, F, carries 0.08; number 55, C, carries -0.06; number 56, C, carries -0.15; number 57, C, carries -0.15; number 58, F, carries 0.10; number 59, C, carries -0.07; number 60, C, carries -0.14; number 61, C, carries 0.01; number 62, N, carries 0.14; number 63, C, carries -0.17; number 64, N, carries 0.19; number 65, F, carries 0.09; number 66, C, carries -0.22; number 67, C, carries -0.26; number 68, N, carries 0.12; number 69, C, carries -0.26; number 70, N, carries 0.12

***

3.
Formula: C13H14FNPt
Source: OMol25
Level of theory: wB97M-V/def2-TZVPD

Geometry as ORCA input:
```
! RIJCOSX wB97M-V def2-TZVPD def2/J DEFGRID3
* xyz -2 3
C -1.0516 0.7257 -2.8398
C 0.3252 0.5203 -3.0956
C 1.0967 1.2976 -2.1625
C 0.1569 2.0397 -1.3372
C -1.1828 1.6298 -1.7349
Pt 0.0027 -0.0016 -0.7957
N -1.4565 -1.4223 -0.6400
C -0.5706 -2.4452 -0.8337
C 0.6331 -1.8775 -1.6101
H 2.1770 1.4238 -2.1346
H 0.7503 -0.0772 -3.9088
H 0.4183 2.7889 -0.6054
H -2.1058 2.0224 -1.3098
H -1.8861 0.2779 -3.3912
H 0.5445 -1.9893 -2.7012
H -1.0585 -3.1264 -1.5290
H -2.3320 -1.2919 -0.1396
H 1.6768 -2.0500 -1.2916
H -0.0909 -2.9838 0.0004
F 0.6814 0.6897 5.3584
C 0.4937 0.5375 4.0135
C 0.4953 1.6784 3.2228
C 0.3451 1.4937 1.8422
C 0.2042 0.2234 1.2936
C 0.1985 -0.8944 2.1269
C 0.3448 -0.7457 3.5167
H 0.5984 2.6706 3.6474
H 0.2535 2.3617 1.2067
H 0.0113 -1.8579 1.6713
H 0.3273 -1.6181 4.1609
*
```

Its expectation value of S² is 2.01. The maximum force comes out at 0.079 Eh/bohr. The calculation puts the HOMO-LUMO gap (alpha / beta) at 1.37 / 5.93 eV. The value obtained for the HOMO energy (alpha / beta) is 3.05 / -0.83 eV. The value obtained for the LUMO energy (alpha / beta) is 4.43 / 5.11 eV.

Listed below, in e, are the Löwdin charges computed for each atom: number 1, C, carries -0.19; number 2, C, carries -0.27; number 3, C, carries -0.26; number 4, C, carries -0.30; number 5, C, carries -0.24; number 6, Pt, carries 0.38; number 7, N, carries -0.21; number 8, C, carries -0.56; number 9, C, carries -0.29; number 10, H, carries 0.08; number 11, H, carries 0.09; number 12, H, carries 0.06; number 13, H, carries 0.08; number 14, H, carries 0.10; number 15, H, carries 0.01; number 16, H, carries 0.06; number 17, H, carries 0.03; number 18, H, carries 0.01; number 19, H, carries 0.06; number 20, F, carries -0.01; number 21, C, carries -0.32; number 22, C, carries -0.05; number 23, C, carries -0.13; number 24, C, carries -0.27; number 25, C, carries -0.12; number 26, C, carries -0.04; number 27, H, carries 0.09; number 28, H, carries 0.06; number 29, H, carries 0.06; number 30, H, carries 0.09

***

Q: Among the records above, which one has the highest maximum force?
A: C13H14FNPt

***

Q: The highest maximum force belongs to which entry?
A: C13H14FNPt